Entry from the OMol25 dataset: a structure of composition C10H28F6NiO6P at a distorted geometry (ωB97M-V with the def2-TZVPD basis set).

```
52
Properties=species:S:1:pos:R:3:forces:R:3
Ni 0.100 -0.242 -0.166 1.199 -0.273 -0.129
P 1.000 1.694 2.927 -1.067 1.168 3.692
F -0.530 2.149 3.269 -0.461 -0.605 -0.791
F 0.767 0.499 4.083 1.022 0.646 -1.741
F 0.391 0.639 1.772 0.237 -0.673 -0.205
F 1.009 2.817 1.784 0.739 -0.147 -0.598
F 1.419 2.761 4.062 0.938 -0.722 -0.669
F 2.554 1.257 2.649 -1.719 0.001 -0.009
O -1.151 -1.904 0.083 -2.381 -0.246 0.128
O 1.262 -1.810 0.814 0.599 0.253 -0.435
O -2.042 0.539 0.534 0.832 1.976 -1.050
O 2.080 0.847 -0.521 0.600 -1.117 1.995
O -0.398 1.214 -1.639 1.557 -0.162 2.178
O 0.845 -1.225 -1.972 -0.444 0.472 -0.624
C -2.483 -1.759 0.735 -0.616 -0.128 0.260
C -1.571 1.539 -2.299 -1.194 0.641 -1.118
C 0.599 2.251 -1.738 -0.109 0.159 -1.502
C -0.955 -3.291 -0.381 -0.686 0.697 0.171
C -2.837 -0.320 1.222 0.287 -2.344 0.541
C 1.071 -2.446 2.054 -0.576 -0.196 2.109
C -2.333 1.937 0.833 0.326 -0.685 0.894
C 3.420 0.607 0.040 -0.306 -0.648 -0.299
C 2.009 1.770 -1.532 1.016 1.021 -0.615
C 0.131 -1.219 -3.223 -1.005 -1.385 -0.551
H 4.147 0.318 -0.719 -0.297 0.072 -0.645
H 0.556 2.572 -2.779 0.017 0.306 -0.162
H -3.883 -0.177 0.949 -0.213 0.164 0.426
H 1.990 -2.333 0.470 0.159 0.541 -0.738
H -1.941 2.551 -2.136 0.490 0.334 0.317
H 0.287 -0.458 -3.987 0.692 0.566 0.684
H -2.664 -0.277 2.297 -0.178 0.428 0.158
H 1.281 -3.507 1.917 -0.160 -0.015 0.381
H 0.090 -2.277 2.498 -0.475 -0.185 -0.842
H -2.420 0.935 -1.979 0.474 -0.556 -0.222
H 1.650 -2.021 2.874 0.811 0.031 -0.386
H 1.761 -1.431 -2.168 0.223 0.150 0.224
H -1.950 -3.657 -0.633 0.138 -0.170 -0.091
H 3.317 -0.267 0.683 -0.108 0.461 0.231
H -3.185 2.320 0.271 0.338 -0.057 -0.572
H -0.539 -3.907 0.416 0.031 0.181 0.011
H -1.293 1.471 -3.350 -0.813 -0.185 -0.339
H 0.372 3.136 -1.145 -0.273 -0.381 0.500
H -3.390 -2.017 0.187 0.783 -0.304 -1.728
H -0.331 -3.318 -1.274 0.025 0.284 0.272
H 0.311 -2.170 -3.725 0.219 -0.091 -0.013
H -1.372 2.447 0.754 -0.409 0.335 -0.313
H 2.606 2.661 -1.339 -0.091 0.366 0.651
H -2.621 -2.516 1.507 0.909 0.226 0.625
H -0.942 -1.243 -3.034 0.091 0.225 0.440
H 2.574 1.406 -2.390 -0.697 -0.540 -0.732
H -2.638 2.008 1.877 0.243 -0.041 0.124
H 3.870 1.447 0.569 -0.715 0.152 0.106
```
Forces are in eV/Å.

Properties
HOMO-LUMO gap (alpha / beta), hartree: 0.3895 / 0.3534
LUMO energy (alpha / beta), eV: -3.0 / -4.0
Strongest force on any atom, hartree/bohr: 0.078
Energy, eV: -89741.975
Multiplicity: 3
HOMO level (alpha / beta), eV: -13.60 / -13.60
M, g mol⁻¹: 447.98
Expectation value of S²: 2.0025
Total charge: +1

Atom charges from the Löwdin analysis, given in e for atoms 1 to 5: number 1, Ni, carries 0.901; number 2, P, carries 0.269; number 3, F, carries -0.172; number 4, F, carries -0.182; number 5, F, carries -0.194